53
Properties=species:S:1:pos:R:3:forces:R:3:lowdin_charge:R:1 method="wB97M-V/def2-TZVPD" fmax_ev_per_a=3.2 de_lowest_ev=1.156 charge=-1 spin_multiplicity=1
Tl 8.864 8.716 11.450 -1.1 -0.5 0.5 0.956
O 9.499 6.803 13.556 -0.7 -0.3 0.5 -0.227
C 9.215 7.109 14.928 0.7 -0.1 0.5 -0.261
C 8.064 6.368 15.604 -1.1 2.1 -0.4 -0.167
N 6.776 6.959 15.202 0.0 -1.5 -0.4 -0.189
C 5.982 6.171 14.281 -0.7 1.3 -1.5 -0.095
C 6.104 6.538 12.700 1.5 -1.7 1.9 -0.615
O 5.136 6.835 12.039 -0.6 0.2 -0.2 0.021
O 7.294 6.252 12.255 0.0 0.4 -0.5 -0.208
C 6.390 8.326 15.539 0.3 -0.3 -1.3 -0.081
C 6.336 9.401 14.338 1.0 -0.7 0.0 -0.593
O 5.752 10.448 14.615 0.1 -0.2 -0.2 -0.015
O 6.944 9.104 13.229 -0.1 0.2 1.3 -0.274
H 8.667 6.388 13.150 0.2 0.5 0.2 0.025
H 8.963 8.186 15.051 0.4 -0.5 -0.2 0.107
H 10.103 6.872 15.564 -0.1 0.3 -0.7 0.111
H 8.128 6.648 16.680 0.5 -0.8 -0.3 0.114
H 8.055 5.289 15.379 0.1 0.4 0.4 0.124
H 4.914 6.297 14.440 -0.3 0.2 0.5 0.100
H 6.181 5.090 14.361 0.3 0.4 0.1 0.111
H 7.121 8.763 16.272 -0.9 -0.5 -0.4 0.126
H 5.350 8.277 15.904 0.4 0.4 0.3 0.112
C 3.893 11.484 12.005 -0.1 1.4 -0.4 -0.046
C 5.110 11.443 11.048 0.3 -2.0 -0.7 -0.611
C 4.596 11.930 9.700 0.4 0.0 -1.3 -0.086
C 6.342 12.238 11.457 -0.5 0.7 1.5 -0.061
N 5.667 10.051 10.896 2.4 1.7 1.4 -0.120
N 4.799 9.157 10.312 -1.8 -0.9 -0.3 -0.015
H 3.506 12.560 11.955 0.3 -1.4 0.4 0.090
H 4.145 11.211 13.026 0.1 0.0 0.1 0.053
H 3.082 10.831 11.624 0.4 0.3 0.2 0.072
H 3.929 12.776 9.838 0.2 0.4 0.0 0.059
H 3.988 11.194 9.150 0.3 -0.1 0.5 0.067
H 5.441 12.198 9.013 -0.6 -0.1 0.6 0.084
H 6.076 13.310 11.547 0.2 -0.4 0.2 0.082
H 7.123 12.168 10.711 0.1 -0.2 -0.3 0.061
H 6.737 11.865 12.439 -0.4 0.4 -0.8 0.085
H 6.148 9.747 11.812 -1.6 0.4 -1.3 0.057
H 5.180 8.211 10.345 0.1 0.4 0.1 0.037
H 3.956 9.128 10.893 0.1 -0.5 -0.1 0.062
N 6.807 5.333 9.619 0.8 1.0 1.3 0.141
C 6.945 6.262 8.646 -1.6 0.4 -1.2 -0.338
C 6.635 5.843 7.275 0.3 -0.2 1.2 -0.044
C 6.551 6.752 6.249 0.5 -1.0 1.6 -0.115
C 6.891 8.045 6.589 0.0 1.3 0.3 -0.117
C 7.219 8.409 7.903 -0.5 -1.0 -0.6 -0.160
N 7.148 7.583 8.956 1.0 -1.6 -0.6 0.066
H 6.634 4.388 9.369 -0.1 -0.4 -0.3 0.080
H 6.970 5.562 10.638 -0.1 0.2 -1.0 0.077
H 6.417 4.788 7.106 0.1 0.2 0.1 0.092
H 6.301 6.377 5.270 -0.1 0.4 -0.3 0.096
H 6.771 8.812 5.857 0.3 0.6 -0.4 0.077
H 7.566 9.409 8.110 -0.3 0.3 0.1 0.093

9
Properties=species:S:1:pos:R:3:forces:R:3:lowdin_charge:R:1 method="wB97M-V/def2-TZVPD" fmax_ev_per_a=4.1 de_lowest_ev=1.362 smiles="[O-]/N=N/N/N=[NH+]/[O-]" charge=-1 spin_multiplicity=1
N -0.879 -0.833 -0.713 0.6 -3.2 -2.5 0.029
N -0.984 0.131 0.127 0.1 1.1 1.5 -0.152
N 0.126 0.551 0.788 1.7 0.3 0.6 -0.100
N 0.300 -1.323 -0.852 -1.3 0.5 0.3 -0.229
N 0.192 1.829 0.941 -0.4 -0.2 -0.8 -0.263
O 0.775 -2.365 -1.430 -1.3 -0.6 -1.0 -0.215
O 1.310 2.243 1.312 -0.2 0.1 0.5 -0.249
H -1.818 0.657 0.139 -0.9 0.5 -0.3 0.100
H 0.978 -0.891 -0.313 1.6 1.6 1.6 0.079

18
Properties=species:S:1:pos:R:3:forces:R:3:lowdin_charge:R:1 method="wB97M-V/def2-TZVPD" fmax_ev_per_a=1.2 de_lowest_ev=2.742 charge=+1 spin_multiplicity=1
C -2.855 -1.085 -1.738 -0.2 -0.5 0.0 -0.134
C -2.076 0.127 -1.814 0.7 0.4 0.8 0.077
C -0.247 -0.414 0.198 -0.6 -0.2 -0.6 0.011
C 0.738 0.146 1.005 0.2 0.5 -0.1 -0.835
N 3.720 1.062 2.277 -0.5 -0.1 -0.5 0.224
O 1.879 0.485 0.642 -0.3 -0.2 0.0 -0.051
Cl 0.320 0.349 2.712 0.1 0.0 -0.1 0.688
H -3.481 -1.125 -2.648 0.0 0.0 0.0 0.117
H -3.520 -1.126 -0.876 0.1 0.0 -0.1 0.092
H -2.231 -1.983 -1.806 -0.1 0.0 0.0 0.099
H -1.288 0.225 -2.540 0.1 0.1 -0.2 0.080
H -2.371 1.012 -1.274 -0.1 0.2 -0.1 0.077
H 0.078 -0.809 -0.749 0.1 -0.2 -0.1 0.065
H -1.156 -0.770 0.641 -0.1 -0.2 0.1 0.052
H 3.447 1.858 2.852 0.1 -0.1 0.0 0.128
H 4.550 1.301 1.738 0.0 0.0 0.1 0.130
H 3.907 0.254 2.868 0.1 0.1 0.0 0.129
H 2.849 0.800 1.533 0.3 0.2 0.4 0.050

17
Properties=species:S:1:pos:R:3:forces:R:3:lowdin_charge:R:1 method="wB97M-V/def2-TZVPD" fmax_ev_per_a=3.2 de_lowest_ev=1.790 smiles="CC[P@](N)(=O)OC" spin_multiplicity=1
C -1.599 -1.905 0.150 1.7 -0.7 -0.2 -0.148
C 0.264 2.237 0.734 -2.1 0.4 -0.5 -0.174
C -0.943 -0.684 -0.451 1.6 1.0 -0.1 -0.304
N 1.598 0.313 -1.112 -0.5 -0.7 0.5 -0.093
O 1.513 -1.432 0.805 0.0 -1.3 1.0 -0.287
O 0.607 0.979 1.278 0.4 -1.8 -1.2 -0.284
P 0.753 -0.336 0.241 -0.9 3.1 -0.1 0.510
H -1.863 -2.626 -0.664 -1.0 0.9 0.8 0.084
H -0.728 -2.480 0.581 -1.2 0.5 0.5 0.069
H -2.320 -1.495 0.880 0.0 -1.4 -0.4 0.084
H 0.365 2.262 -0.376 -0.7 -0.1 0.7 0.079
H 0.945 2.962 1.050 1.4 1.0 0.8 0.049
H -0.742 2.632 1.159 1.3 -1.0 -1.1 0.116
H -1.560 0.249 -0.467 0.6 -0.8 -0.1 0.099
H -0.552 -0.895 -1.445 -0.6 0.1 -0.6 0.065
H 2.429 0.778 -0.716 -0.2 -0.6 -0.6 0.064
H 1.834 -0.559 -1.648 0.3 1.4 0.5 0.073

18
Properties=species:S:1:pos:R:3:forces:R:3:lowdin_charge:R:1 method="wB97M-V/def2-TZVPD" fmax_ev_per_a=5.2 de_lowest_ev=5.706 spin_multiplicity=1
C -0.788 1.238 -2.040 -2.8 4.3 -0.1 -0.276
C 0.315 0.389 -1.663 0.6 -0.2 0.2 -0.584
C -1.081 -0.180 -1.930 2.6 -0.5 -0.4 -0.461
C -1.140 -1.047 -3.087 -0.4 -0.5 -5.1 -0.120
C 1.834 -0.172 3.750 2.0 0.1 -2.4 -0.098
C 0.545 0.277 3.254 -2.2 0.0 0.5 -0.440
N 0.089 0.483 2.116 -0.5 0.7 -2.0 -0.339
I 1.149 0.426 0.243 0.7 -0.2 0.7 1.353
H -0.774 1.725 -3.059 0.2 -0.9 0.9 0.123
H -1.396 -0.631 -1.055 -1.5 -0.3 1.6 0.098
H -0.619 -0.654 -4.111 -0.6 -0.5 2.7 0.132
H -2.175 -1.083 -3.488 0.2 -0.3 0.5 0.074
H -0.778 -2.079 -2.990 -0.1 0.4 0.4 0.075
H 2.591 -0.301 2.898 -1.2 -0.2 0.9 0.081
H 2.368 0.474 4.393 0.0 0.9 1.1 0.062
H 1.614 -1.085 4.222 0.3 -1.4 0.8 0.063
H -0.380 0.244 3.903 1.3 0.2 0.5 0.120
H -1.374 1.978 -1.357 1.4 -1.4 -0.9 0.139

87
Properties=species:S:1:pos:R:3:forces:R:3:lowdin_charge:R:1 method="wB97M-V/def2-TZVPD" fmax_ev_per_a=2.9 de_lowest_ev=2.578 smiles="O=S1(=O)OCCO1.CNC(C)=O.CNC(C)=O.C1CCOC1.C1CCOC1.C1CCOC1.C1CCOC1" spin_multiplicity=1
C 1.775 -0.623 -1.770 -0.2 0.8 0.4 0.025
C 0.965 -0.485 -0.513 0.0 0.2 1.5 -0.527
O 0.610 -1.503 0.094 0.0 0.7 -0.4 -0.013
N 0.674 0.759 0.022 -0.5 -1.0 -1.0 0.040
C 1.070 2.091 -0.422 1.4 -0.3 -0.4 -0.072
H 2.522 -1.405 -1.641 -0.3 -0.1 0.0 0.078
H 2.298 0.310 -1.982 -0.2 -0.1 -0.4 0.074
H 1.015 -0.870 -2.511 0.5 0.0 -0.5 0.088
H 0.195 0.670 0.907 0.0 0.2 0.1 0.109
H 2.107 2.205 -0.106 0.0 0.7 0.5 0.085
H 0.419 2.901 -0.092 0.1 -0.4 0.5 0.067
H 1.129 2.245 -1.499 -0.4 -0.7 0.0 0.069
C -3.740 -4.917 2.447 -0.9 0.8 -0.6 -0.012
C -2.233 -4.938 2.440 0.3 -1.5 0.5 -0.526
O -1.589 -5.491 3.346 -0.8 1.1 -1.0 0.022
N -1.620 -4.440 1.326 -1.3 -1.6 0.6 0.006
C -0.212 -4.306 1.372 1.5 1.3 0.8 -0.116
H -4.177 -4.795 1.456 0.3 -0.5 -0.5 0.066
H -4.148 -3.999 2.871 0.3 0.0 0.8 0.080
H -4.224 -5.773 2.917 0.5 0.1 0.1 0.085
H -2.152 -3.959 0.616 0.2 -0.1 0.2 0.127
H -0.113 -3.504 2.103 1.0 1.1 -0.8 0.089
H 0.225 -4.179 0.381 -0.2 0.6 0.3 0.079
H 0.431 -4.986 1.931 -1.0 -1.4 -0.4 0.080
C 3.089 -0.915 3.812 1.1 0.5 -1.3 -0.134
C 3.155 -0.457 2.298 -0.8 0.1 2.6 -0.133
O 3.228 0.973 2.482 -1.1 1.9 0.8 -0.227
S 2.060 1.434 3.606 -0.6 0.2 0.9 0.733
O 0.721 1.597 3.017 2.6 -1.0 0.4 -0.274
O 2.414 2.516 4.521 0.4 -2.0 -2.1 -0.245
O 2.223 0.041 4.450 -1.3 0.4 -0.8 -0.209
H 4.013 -0.765 4.370 0.4 -0.2 -0.6 0.127
H 2.858 -1.979 3.868 -1.0 0.3 0.4 0.127
H 2.182 -0.631 1.838 0.2 -0.6 -0.3 0.096
H 4.012 -0.872 1.768 -0.2 0.4 0.0 0.122
C -1.377 4.590 -3.289 -0.5 0.3 -0.3 -0.141
C -2.224 4.143 -2.061 0.6 -0.7 -0.4 -0.114
C -1.904 2.600 -1.984 -0.5 0.8 -1.5 -0.168
O -0.740 2.403 -2.776 0.7 -1.0 2.0 -0.201
C -0.676 3.332 -3.806 -0.2 -0.2 0.1 -0.209
H -0.719 5.418 -3.028 0.2 -0.2 0.0 0.105
H -2.051 4.957 -4.063 0.1 0.2 0.0 0.103
H -3.279 4.282 -2.294 0.0 0.0 0.3 0.105
H -1.952 4.764 -1.208 -0.1 -0.4 0.2 0.072
H -2.682 2.119 -2.578 -0.6 -0.2 0.3 0.096
H -1.830 2.062 -1.039 0.3 0.4 0.1 0.111
H -1.215 2.860 -4.627 0.0 0.5 -0.6 0.119
H 0.390 3.394 -4.028 -0.1 0.5 -0.4 0.124
C -0.951 4.866 1.504 -0.1 -0.1 0.5 -0.173
C -1.980 5.990 1.589 -0.3 0.5 0.1 -0.158
C -1.196 7.337 1.528 -0.2 -2.1 -0.4 -0.172
O 0.168 6.941 1.728 0.2 0.8 0.7 -0.128
C 0.366 5.623 1.270 -1.2 -0.7 -0.8 -0.205
H -1.192 4.146 0.722 0.1 0.2 -0.3 0.070
H -0.931 4.245 2.399 0.2 0.3 0.3 0.107
H -2.550 5.975 2.517 -0.2 -0.3 -0.2 0.107
H -2.614 5.952 0.703 -0.5 -0.1 0.3 0.091
H -1.564 8.056 2.259 0.6 0.0 0.1 0.117
H -1.415 7.707 0.526 0.7 0.5 -0.2 0.106
H 1.179 5.054 1.720 0.3 0.8 0.3 0.122
H 0.506 5.667 0.190 0.4 -0.1 -0.3 0.110
C 5.330 -4.913 -0.116 1.9 -0.1 0.2 -0.190
C 3.884 -5.239 0.180 0.2 0.3 -1.0 -0.147
C 3.322 -3.890 0.727 1.2 -1.3 -0.5 -0.159
O 4.474 -3.021 0.818 -0.9 0.7 0.8 -0.166
C 5.430 -3.408 -0.143 -0.7 -0.1 -0.4 -0.221
H 5.734 -5.297 -1.053 -0.2 -0.4 0.0 0.114
H 5.996 -5.235 0.684 0.0 -0.3 0.1 0.112
H 3.787 -6.150 0.770 -0.2 0.3 0.2 0.112
H 3.461 -5.417 -0.809 -0.5 -0.3 0.2 0.106
H 2.882 -4.041 1.713 -0.1 0.5 -0.1 0.115
H 2.625 -3.576 -0.051 -0.3 0.7 0.5 0.099
H 6.411 -2.980 0.061 -0.1 -0.1 0.5 0.126
H 5.156 -3.034 -1.129 -0.3 0.2 -0.3 0.113
C -4.267 -0.704 -2.343 -0.3 0.5 0.4 -0.166
C -3.084 -1.305 -1.644 1.5 -0.8 -0.8 -0.159
C -2.574 -2.289 -2.718 0.7 -0.8 0.1 -0.213
O -3.405 -2.278 -3.831 -1.1 1.1 -1.3 -0.126
C -4.621 -1.759 -3.388 -1.3 0.7 0.2 -0.221
H -3.931 0.224 -2.805 -0.3 0.0 -0.2 0.096
H -5.016 -0.462 -1.589 -0.4 0.0 -0.4 0.116
H -3.279 -1.886 -0.743 -0.2 0.5 0.2 0.105
H -2.287 -0.575 -1.505 -0.2 0.0 0.6 0.095
H -2.705 -3.327 -2.409 1.2 -0.2 0.8 0.118
H -1.608 -1.998 -3.131 0.4 -0.6 0.6 0.120
H -5.247 -2.527 -2.934 -0.1 -0.4 0.2 0.118
H -5.212 -1.349 -4.207 0.3 0.0 -0.2 0.122